The following is a DFT calculation (ωB97M-V with the def2-TZVPD basis set) of the ion C3H8NO2 with charge +1 in a non-equilibrium geometry.

Positions of all 14 atoms, in Å:
1 O -1.867 0.115 0.583
2 O 1.655 0.515 1.016
3 N -0.090 -1.307 0.298
4 C 1.817 0.376 -0.393
5 C -0.833 0.984 0.019
6 C 0.439 0.003 -0.039
7 H -1.025 -1.109 0.854
8 H 0.697 -1.871 0.534
9 H 2.109 1.228 -0.855
10 H -1.051 1.208 -0.956
11 H -2.357 0.837 0.997
12 H 2.446 -0.383 -0.589
13 H -0.444 1.902 0.481
14 H -0.506 -1.809 -0.486

Its total energy is -323.95860 a.u. As for the structure (SMILES): [NH3+][C@]1(CO)CO1. Its LUMO energy is -3.547 eV. As for the total charge: +1.

***

The following is a DFT calculation (ωB97M-V with the def2-TZVPD basis set) of a cluster of 2 separate species, C3H8NO2 in total in a non-equilibrium geometry.

Positions of all 14 atoms, in Å:
1 O -0.955 2.350 -0.176
2 O -1.906 -2.091 -0.158
3 N -0.329 -0.599 0.234
4 C 0.906 -0.497 0.645
5 C -1.475 -0.900 -0.142
6 C 1.967 -0.285 -0.307
7 H 1.753 -0.594 -1.421
8 H 2.001 0.810 -0.104
9 H -1.180 2.782 0.588
10 H 2.915 -0.786 0.015
11 H -0.022 2.547 -0.397
12 H -2.803 -2.177 -0.133
13 H 1.234 -0.511 1.740
14 H -2.107 -0.050 -0.384

Its total energy is -323.84835 a.u. Its spin multiplicity is 3. Its LUMO energy (alpha / beta) is -4.081 / -9.135 eV. As for the total charge: +1.

***

The following is a DFT calculation (ωB97M-V with the def2-TZVPD basis set) of a cluster of 2 separate species, C3H8NO2P in total in a non-equilibrium geometry.

Positions of all 15 atoms, in Å:
1 P 0.370 0.572 -2.153
2 O 0.298 -2.203 1.016
3 O -1.830 -1.600 1.744
4 N 1.209 0.253 1.348
5 C -0.089 0.004 1.625
6 C -0.681 -1.258 1.442
7 C -1.183 0.416 -1.405
8 H 1.118 0.957 -0.970
9 H -1.926 1.191 -1.262
10 H -1.634 -0.523 -0.903
11 H 1.763 -0.464 0.852
12 H 0.040 -3.084 1.076
13 H 0.654 -0.867 -2.239
14 H 1.567 1.223 1.454
15 H -0.704 0.790 2.117

Its total energy is -665.57112 a.u. Its LUMO energy (alpha / beta) is -0.239 / -0.139 eV. As for the total charge: 0.

***

The following is a DFT calculation (ωB97M-V with the def2-TZVPD basis set) of a cluster of 2 separate species, C3H8NO2P in total in a non-equilibrium geometry.

Positions of all 15 atoms, in Å:
1 P 0.710 1.974 0.122
2 O -0.922 1.458 -1.805
3 O 1.066 1.885 -2.498
4 N 0.238 1.718 -1.630
5 C -0.813 -0.042 1.461
6 C 0.289 0.264 0.697
7 C -1.259 -1.437 1.399
8 H 1.481 -1.354 -2.208
9 H 0.921 -0.586 0.384
10 H -1.237 0.661 2.232
11 H 2.017 1.505 -0.275
12 H -2.215 -1.384 0.817
13 H 1.869 -0.746 -1.941
14 H -1.490 -1.815 2.422
15 H -0.656 -2.102 0.825

Its total energy is -665.35149 a.u. Its spin multiplicity is 3. Its LUMO energy (alpha / beta) is -0.498 / -3.904 eV. As for the total charge: 0.